81
Properties=species:S:1:pos:R:3 method="wB97M-V/def2-TZVPD" total_energy_ev=-213821.1264 homo_ev=-9.17 lumo_energy_ev=0.266 gap_ha=0.347
C -0.624 -5.155 2.088
C -0.277 -3.865 1.322
C -0.356 -2.629 2.202
O -0.695 -1.529 1.377
C -0.279 -0.291 1.895
C 0.351 0.608 0.810
O -0.034 0.280 -0.502
C -1.263 0.740 -1.051
C -1.561 -0.386 -2.062
O -2.922 -0.740 -2.110
O -2.946 -1.909 -2.916
C -2.377 1.051 -0.063
O -2.920 -0.075 0.601
C -4.311 -0.112 0.543
O -4.736 -1.319 1.092
C -5.761 -1.953 0.367
C -5.226 -2.965 -0.635
O -5.805 -4.234 -0.331
C -0.998 2.085 -1.788
Br 0.594 3.060 -1.384
C -1.830 2.622 -2.667
C -3.117 2.015 -3.141
Br -1.470 4.315 -3.496
C 1.906 0.430 0.920
N 2.182 -0.984 1.154
C 2.199 -1.699 0.160
O 2.210 -2.385 -0.821
O 2.309 1.050 2.088
C 2.330 2.467 2.084
C 1.340 2.999 3.143
C 1.840 4.287 3.792
O 2.459 0.874 -0.282
C 3.826 1.035 -0.506
S 4.195 2.868 -0.629
C 4.104 0.403 -1.935
O 4.476 1.336 -2.906
C 3.967 0.927 -4.173
P 5.129 0.331 0.585
O 5.125 -1.113 0.718
O 6.487 0.742 -0.175
O 5.271 1.095 1.952
H 0.126 -5.911 1.894
H -1.568 -5.561 1.745
H -0.680 -4.990 3.159
H 0.714 -3.975 0.894
H -0.948 -3.754 0.479
H -1.158 -2.793 2.926
H 0.599 -2.491 2.701
H 0.340 -0.377 2.780
H -1.183 0.230 2.228
H 0.061 1.626 1.055
H -1.276 0.000 -3.043
H -0.946 -1.256 -1.869
H -3.865 -2.013 -3.178
H -2.031 1.732 0.715
H -3.195 1.581 -0.533
H -4.670 -0.022 -0.486
H -4.714 0.712 1.149
H -6.464 -1.259 -0.090
H -6.333 -2.537 1.080
H -5.477 -2.689 -1.660
H -4.149 -3.052 -0.535
H -5.765 -4.776 -1.119
H -2.907 1.096 -3.664
H -3.540 2.664 -3.896
H -3.880 1.896 -2.385
H 2.055 2.919 1.138
H 3.306 2.844 2.363
H 0.382 3.163 2.655
H 1.181 2.190 3.850
H 1.027 4.718 4.357
H 2.165 4.965 3.013
H 2.667 4.033 4.442
H 5.453 2.893 -1.093
H 3.195 -0.122 -2.208
H 4.868 -0.367 -1.831
H 2.892 1.109 -4.165
H 4.451 1.474 -4.967
H 4.084 -0.143 -4.322
H 6.773 -0.018 -0.688
H 5.616 1.982 1.787